No. 1
Below is C8H16CeClN2 as an isolated structure, with properties calculated with wB97M-V/def2-TZVPD.

Summary:
Total charge   +1
LUMO   -3.87 eV
DFT total energy   -36974.6826 eV
Kohn-Sham gap   0.2431 Eh

Last column: Löwdin charge in e.
Positions of all 28 atoms, in Å:
C1 1.2870 1.5898 0.1307  -0.29
Ce1 0.0000 0.0000 0.0000  1.07
N1 -1.5355 -1.6764 -0.0160  -0.03
N2 -0.0303 0.2608 -2.2493  -0.03
H1 -2.4827 -1.3595 0.2355  0.10
H2 1.2202 -0.8677 0.2974  -0.19
H3 1.8469 1.6086 1.0769  0.07
H4 0.6338 2.4848 0.0748  0.07
H5 2.0009 1.5947 -0.7125  0.05
H6 -0.9409 0.4869 -2.6746  0.11
H7 0.3115 -0.5741 -2.7449  0.10
H8 0.6043 1.0246 -2.5228  0.10
H9 -1.6345 -2.2025 -0.8942  0.10
H10 -1.2807 -2.3700 0.6999  0.09
Cl1 -0.3675 3.5136 3.6623  0.68
C2 -0.2443 1.7938 4.0175  -0.58
C3 0.3552 1.4140 5.2266  -0.09
C4 0.4835 0.0636 5.5601  -0.08
C5 0.0121 -0.9178 4.6883  -0.07
C6 -0.5885 -0.5510 3.4820  -0.07
C7 -0.7245 0.8018 3.1307  -0.33
C8 -1.3697 1.1282 1.8100  -0.25
H11 0.7252 2.1670 5.9110  0.11
H12 0.9492 -0.2218 6.4947  0.11
H13 0.1130 -1.9641 4.9468  0.11
H14 -0.9467 -1.3267 2.8192  0.08
H15 -2.4033 0.7236 1.7914  0.06
H16 -1.4190 2.2147 1.6028  0.02



No. 2
Below is C8H16Cl8 as an isolated structure, with properties calculated with wB97M-V/def2-TZVPD.

Summary:
LUMO   0.44 eV
DFT total energy   -108729.9313 eV
Relative energy (zero: lowest compared OMol25 entry of this formula, charge and spin)   141.41 kcal per mole
Kohn-Sham gap   0.3694 Eh

Last column: Löwdin charge in e.
Positions of all 32 atoms, in Å:
Cl1 -2.5387 -2.1514 -0.3654  0.77
C1 -0.8962 -2.0234 -1.0213  -0.73
C2 -0.3074 -3.3765 -0.8033  -0.56
Cl2 1.3941 -3.4683 -1.5829  0.49
H1 -0.3283 -1.1806 -0.6272  0.00
H2 -0.9724 -1.6233 -2.0323  -0.09
H3 -0.8742 -4.2336 -1.1669  0.07
H4 -0.0586 -3.5356 0.2460  0.06
Cl3 -1.9755 -0.7809 -3.2478  0.68
C3 -1.0223 0.3676 -2.2599  -0.63
C4 -1.7983 1.6810 -2.1142  -0.64
Cl4 -0.9622 2.8122 -1.0503  0.53
H5 -0.0450 0.5917 -2.6875  0.10
H6 -0.9111 -0.1182 -1.2904  -0.05
H7 -2.7822 1.3846 -1.7507  0.06
H8 -1.9522 2.1629 -3.0797  0.07
Cl5 0.6633 1.0315 0.2296  0.65
C5 -0.0487 -0.3111 1.1745  -0.47
C6 -1.5962 -0.2327 1.0141  -0.68
Cl6 -2.5195 1.3340 1.3395  0.53
H9 0.3017 -0.1361 2.1917  0.06
H10 0.3525 -1.2301 0.7473  0.06
H11 -2.0516 -0.9376 1.7097  0.05
H12 -1.8317 -0.6273 0.0257  -0.13
Cl7 2.0709 1.3439 3.9658  0.58
C7 2.1599 1.9741 2.3309  -0.76
C8 3.5496 1.7015 1.7273  -0.64
Cl8 3.6878 2.2484 0.0064  0.52
H13 2.0392 3.0573 2.3206  0.08
H14 1.3379 1.4699 1.8228  -0.13
H15 3.5957 0.6256 1.8960  0.06
H16 4.3198 2.1805 2.3319  0.07



No. 3
Below is C8H16CoINO4S5 as an isolated structure, with properties calculated with wB97M-V/def2-TZVPD.

Summary:
Total charge   +1
LUMO (alpha / beta)   -4.05 / -4.05 eV
DFT total energy   -118135.1613 eV
Relative energy (zero: lowest compared OMol25 entry of this formula, charge and spin)   2.74 kcal per mole
Kohn-Sham gap (alpha / beta)   0.2870 / 0.2869 Eh

Last column: Löwdin charge in e.
Positions of all 36 atoms, in Å:
Co1 0.1660 -0.7149 0.2129  -0.18
C1 -1.8152 -0.4276 -2.4527  -0.43
C2 -2.6688 -1.1302 -1.4152  -0.44
S1 -2.1514 -0.9050 0.2987  0.95
C3 -2.6780 0.7686 0.7178  -0.45
C4 -1.9731 1.8867 -0.0265  -0.44
S2 -0.1623 1.6699 -0.0166  0.94
C5 0.2773 1.9837 -1.7576  -0.42
C6 0.7681 0.7533 -2.5071  -0.42
S3 -0.0763 -0.7946 -2.1251  1.00
H1 -1.9765 0.6452 -2.4772  0.07
H2 -2.0589 -0.8229 -3.4396  0.10
H3 -2.6387 -2.2116 -1.5581  0.10
H4 -3.7134 -0.8216 -1.4806  0.10
H5 -2.4819 0.8368 1.7889  0.09
H6 -3.7587 0.8307 0.5814  0.10
H7 -2.1836 2.8290 0.4815  0.09
H8 -2.3202 1.9861 -1.0510  0.07
H9 1.0758 2.7261 -1.7525  0.09
H10 -0.5858 2.4528 -2.2268  0.08
H11 1.7986 0.5237 -2.2375  0.08
H12 0.7340 0.9172 -3.5862  0.11
O1 1.9810 -0.6522 -0.2986  -0.56
S4 2.3879 -2.1380 -0.5186  0.21
O2 2.4761 -2.4374 -1.9137  -0.33
O3 3.4957 -2.4698 0.3236  -0.32
S5 0.6098 -2.8648 0.2834  0.54
N1 1.1071 -0.5593 4.1977  0.23
C7 1.3875 -0.4228 2.9073  -0.58
O4 0.4464 -0.4385 2.0887  -0.14
C8 2.8243 -0.2325 2.5460  -0.52
I1 3.1316 1.7676 1.8812  0.93
H13 0.1516 -0.7119 4.4837  0.14
H14 1.8303 -0.5589 4.8963  0.13
H15 3.1232 -0.8982 1.7431  0.02
H16 3.4705 -0.3644 3.4088  0.06



No. 4
Below is C8H16I2N2O6S2 as an isolated structure, with properties calculated with wB97M-V/def2-TZVPD.

Summary:
LUMO   -2.09 eV
DFT total energy   -61687.4031 eV
Kohn-Sham gap   0.2048 Eh

Last column: Löwdin charge in e.
Positions of all 36 atoms, in Å:
C1 3.2243 0.3502 -2.6818  -0.18
C2 4.1714 0.9770 -1.6817  -0.84
I1 5.8662 -0.2294 -1.4047  0.82
C3 4.0368 2.1413 -1.0522  -0.85
I2 5.4608 2.8687 0.2938  0.87
S1 2.6822 3.3411 -1.1557  0.39
O1 2.0231 3.2267 0.1291  -0.36
O2 3.3534 4.5737 -1.4529  -0.35
N1 1.8136 2.8490 -2.3714  -0.33
S2 0.2710 2.4803 -2.1777  0.52
O3 -0.1323 1.7419 -3.3553  -0.34
O4 -0.5418 3.6040 -1.7908  -0.32
C4 0.1264 1.2855 -0.8245  -0.24
C5 -0.5195 -0.0256 -1.2381  -0.25
O5 -1.0583 -0.6693 -0.0571  -0.12
H1 3.2648 0.9032 -3.6226  0.09
H2 3.5113 -0.6779 -2.8881  0.03
H3 2.1935 0.3955 -2.3550  0.03
H4 1.0908 1.1359 -0.3409  0.09
H5 -0.5125 1.7747 -0.0845  0.10
H6 -1.3492 0.1488 -1.9167  0.11
H7 0.2060 -0.7075 -1.6823  0.11
H8 -0.5930 -0.2976 0.7038  0.05
C6 -3.0652 -0.5985 2.2859  0.04
C7 -2.2378 -1.7825 2.6308  -0.40
O6 -1.0859 -1.9716 2.4955  0.21
N2 -3.0188 -2.9723 3.2435  0.08
C8 -3.2320 -4.0500 2.2107  0.03
H9 -2.4071 0.1868 1.9284  0.10
H10 -3.7717 -0.8524 1.4924  0.12
H11 -3.6248 -0.2524 3.1580  0.11
H12 -3.9057 -2.6790 3.6523  0.17
H13 -2.4060 -3.3394 3.9745  0.18
H14 -3.8064 -3.6340 1.3882  0.11
H15 -3.7736 -4.8686 2.6749  0.11
H16 -2.2539 -4.3764 1.8726  0.11